{
  "formula": "C36H36CaN2O4PS2SbSe2",
  "method": "ωB97M-V with the def2-TZVPD basis set",
  "species": ["Ca", "C", "C", "C", "C", "C", "C", "C", "C", "C", "H", "H", "H", "H", "H", "H", "H", "H", "H", "H", "H", "H", "Se", "P", "Se", "C", "C", "C", "C", "C", "C", "C", "C", "C", "C", "C", "C", "H", "H", "H", "H", "H", "H", "H", "H", "H", "H", "S", "C", "C", "N", "C", "S", "C", "N", "C", "Sb", "C", "C", "H", "H", "H", "H", "H", "H", "H", "H", "H", "O", "C", "O", "C", "C", "C", "C", "O", "C", "O", "C", "C", "H", "H", "H", "H", "H"],
  "coordinates": [[1.970, -1.036, 0.095], [2.390, -1.526, 4.190], [2.345, -0.065, 3.703], [1.462, 0.833, 4.296], [1.373, 2.186, 3.950], [0.285, 3.018, 4.519], [2.238, 2.614, 2.978], [3.213, 1.822, 2.453], [4.178, 2.430, 1.395], [3.227, 0.429, 2.728], [3.328, -1.728, 4.800], [2.552, -2.312, 3.384], [1.456, -1.773, 4.631], [0.762, 0.511, 5.038], [0.200, 4.016, 4.063], [0.465, 3.275, 5.528], [-0.676, 2.545, 4.429], [2.128, 3.660, 2.541], [4.088, 1.955, 0.390], [5.241, 2.462, 1.788], [3.884, 3.449, 1.251], [4.086, -0.112, 2.273], [0.475, 1.512, -0.349], [-1.640, 1.393, -0.111], [-2.439, 0.646, 1.676], [-2.269, 0.396, -1.496], [-2.977, 0.876, -2.647], [-3.618, 0.036, -3.502], [-3.564, -1.306, -3.349], [-2.794, -1.835, -2.323], [-2.181, -1.005, -1.338], [-2.273, 3.044, -0.495], [-3.444, 3.434, 0.217], [-3.920, 4.753, 0.088], [-3.280, 5.644, -0.812], [-2.119, 5.206, -1.462], [-1.622, 3.956, -1.330], [-3.077, 1.928, -2.735], [-4.093, 0.442, -4.369], [-4.127, -2.005, -4.014], [-2.662, -2.897, -2.273], [-1.750, -1.387, -0.399], [-3.986, 2.798, 0.933], [-4.927, 4.976, 0.419], [-3.659, 6.589, -1.086], [-1.566, 5.834, -2.178], [-0.641, 3.702, -1.793], [1.005, -3.235, -1.245], [1.859, -4.516, -0.441], [1.530, -5.891, -0.627], [1.272, -7.001, -0.822], [2.853, -4.442, 0.491], [3.754, -3.002, 0.855], [3.318, -5.609, 1.201], [3.634, -6.598, 1.716], [-0.086, -5.179, 2.362], [-0.608, -3.111, 2.026], [-2.525, -3.607, 1.164], [-1.649, -3.000, 3.978], [-1.013, -5.426, 2.869], [0.810, -5.191, 2.974], [0.061, -5.739, 1.471], [-2.902, -4.507, 1.632], [-2.323, -3.950, 0.173], [-3.325, -2.897, 1.173], [-2.331, -3.923, 4.043], [-2.216, -2.094, 3.983], [-0.851, -2.913, 4.766], [4.147, 1.736, -2.207], [3.398, 0.760, -2.236], [3.407, -0.220, -1.375], [2.291, 0.775, -3.225], [1.552, -0.433, -3.458], [0.483, -0.506, -4.271], [0.115, 0.706, -4.820], [-0.907, 0.973, -5.742], [-1.044, 2.412, -5.654], [0.253, 2.869, -5.466], [0.822, 1.872, -4.671], [1.940, 1.958, -3.853], [1.906, -1.347, -3.025], [-0.069, -1.386, -4.515], [-1.662, 2.618, -4.783], [-1.494, 2.796, -6.522], [2.554, 2.860, -3.615]],
  "mulliken_charge": [1.520, -0.919, 0.624, -0.476, 0.560, -1.724, -0.337, 0.977, -1.297, -0.799, 0.293, -0.007, 0.243, 0.369, 0.350, 0.436, 0.323, -0.009, 0.239, 0.333, 0.379, 0.581, -0.271, 0.969, -0.505, 0.227, -0.641, -0.464, -0.606, -0.613, 0.600, 0.215, -0.648, -0.655, -0.635, -0.519, -0.093, 0.534, 0.361, 0.269, 0.454, -0.432, 0.243, 0.318, 0.401, 0.345, 0.288, -0.216, 0.379, -0.063, -0.632, 0.431, -0.384, -0.221, -0.630, -1.531, 0.350, -1.473, -1.309, 0.569, 0.290, 0.479, 0.571, 0.347, 0.445, 0.367, 0.330, 0.291, -0.775, 0.203, -0.897, -0.338, -0.666, -1.107, 1.282, -0.553, 0.041, -0.532, 1.044, -1.189, 1.137, 0.500, 0.011, 0.272, 0.377],
  "homo_lumo_gap_ev": 5.99,
  "total_charge": -2,
  "e_lumo_ev": 3.88,
  "total_energy_ev": -235719.99656,
  "multiplicity": 1
}